No. 1
Molecular formula: C44H58BF3N7Ti
Method: DFT, wB97M-V/def2-TZVPD

```
114
Properties=species:S:1:pos:R:3:lowdin_spin:R:1
Ti -0.396 0.070 -0.085 1.010
C -0.661 -0.680 -5.407 0.000
C -0.061 0.062 -4.260 0.002
C 0.914 1.032 -4.286 0.001
C 1.144 1.383 -2.946 0.003
N 0.355 0.652 -2.147 0.008
N -0.382 -0.148 -2.977 0.006
B -1.416 -1.160 -2.458 0.005
N -0.681 -2.125 -1.482 0.009
N 0.577 -2.470 -1.922 0.002
C 0.803 -3.688 -1.502 0.001
C -0.330 -4.202 -0.813 0.005
C -1.250 -3.194 -0.832 0.002
C -2.623 -3.160 -0.248 0.000
C 2.111 -4.385 -1.798 0.000
C 2.493 -5.307 -0.639 0.000
C 3.218 -3.352 -2.016 0.001
C 1.929 -5.218 -3.076 0.000
N -2.570 -0.387 -1.767 0.001
N -2.266 0.699 -0.997 -0.001
C -3.393 1.381 -0.810 0.000
C -4.444 0.722 -1.459 0.000
C -3.886 -0.393 -2.054 0.000
C -4.579 -1.454 -2.842 0.000
C -3.457 2.692 -0.059 0.000
C -3.274 2.457 1.445 0.000
C -2.363 3.626 -0.591 0.000
C -4.820 3.349 -0.294 0.000
C 2.195 2.399 -2.544 0.000
C 3.564 1.699 -2.562 0.001
C 2.209 3.534 -3.581 0.000
C 1.957 3.028 -1.179 0.001
H -0.210 -0.326 -6.333 0.000
H -1.740 -0.534 -5.467 0.000
H -0.477 -1.750 -5.315 0.000
H 1.396 1.424 -5.164 0.000
H -1.864 -1.777 -3.386 0.001
H -0.435 -5.157 -0.325 0.000
H -2.748 -4.008 0.425 0.000
H -3.385 -3.231 -1.027 0.000
H -2.781 -2.243 0.321 0.000
H 2.598 -4.740 0.287 0.000
H 3.446 -5.797 -0.851 0.000
H 1.742 -6.085 -0.485 0.000
H 3.386 -2.771 -1.108 0.001
H 2.943 -2.657 -2.809 0.000
H 4.148 -3.857 -2.289 0.000
H 1.112 -5.934 -2.962 0.000
H 2.844 -5.771 -3.303 0.000
H 1.696 -4.565 -3.920 0.000
H -5.479 1.015 -1.505 0.000
H -5.378 -1.010 -3.436 0.000
H -5.030 -2.189 -2.173 0.000
H -3.894 -1.977 -3.505 0.000
H -2.332 1.956 1.660 0.000
H -4.083 1.834 1.835 0.000
H -3.291 3.416 1.973 0.000
H -1.374 3.213 -0.398 0.000
H -2.437 4.599 -0.097 0.000
H -2.478 3.780 -1.667 0.000
H -5.633 2.731 0.093 0.000
H -4.999 3.537 -1.355 0.000
H -4.850 4.305 0.233 0.000
H 3.769 1.274 -3.547 0.000
H 3.597 0.885 -1.836 0.001
H 4.354 2.414 -2.319 0.000
H 2.508 3.186 -4.570 0.000
H 2.920 4.300 -3.266 0.000
H 1.222 3.993 -3.662 0.000
H 1.960 2.301 -0.374 0.001
H 0.994 3.538 -1.141 0.000
H 2.743 3.760 -0.978 0.000
C 0.129 1.733 1.022 -0.002
C 0.341 2.668 1.779 0.035
C 0.592 3.758 2.666 0.005
C -0.212 4.905 2.632 0.010
C 0.021 5.963 3.494 -0.001
C 1.063 5.905 4.412 0.010
C 1.868 4.774 4.454 -0.001
C 1.638 3.712 3.595 0.010
H -1.024 4.946 1.916 0.000
H -0.615 6.839 3.450 0.000
H 1.245 6.733 5.086 0.001
H 2.682 4.718 5.166 0.000
H 2.265 2.830 3.632 0.001
F 5.188 -3.897 1.438 0.026
C 4.653 -2.952 2.279 0.046
F 4.397 -3.629 3.423 0.009
F 5.684 -2.114 2.544 0.009
C 3.474 -2.264 1.742 0.230
C 2.168 -2.774 1.933 0.045
C 1.094 -2.144 1.383 0.112
N 1.184 -0.995 0.625 0.174
C 2.465 -0.520 0.439 0.115
C 3.584 -1.092 0.959 0.043
H 2.012 -3.673 2.516 0.000
H 0.099 -2.524 1.548 0.005
H 2.548 0.366 -0.172 0.007
H 4.550 -0.647 0.762 0.000
C -2.301 0.276 4.955 0.001
C -1.258 -0.624 4.279 0.006
C -1.385 -2.058 4.804 0.004
C 0.149 -0.085 4.588 0.003
C -1.447 -0.585 2.822 0.033
C -1.519 -0.502 1.607 -0.001
H -2.139 0.298 6.037 0.000
H -3.312 -0.088 4.762 0.000
H -2.224 1.294 4.570 0.000
H -1.219 -2.078 5.885 0.001
H -0.643 -2.702 4.330 0.001
H -2.378 -2.463 4.596 0.000
H 0.299 -0.018 5.670 0.000
H 0.274 0.903 4.142 0.001
H 0.913 -0.741 4.166 0.001
```

HOMO level (alpha / beta): -2.535 / -5.233 eV
Multiplicity: 3
Molecular weight: 800.67 g mol⁻¹
Maximum force: 0.73 eV/A
Charge: -1
Frontier orbital gap (alpha / beta): 4.89 / 7.59 eV

***

No. 2
Molecular formula: C20H30O15
Method: DFT, wB97M-V/def2-TZVPD

```
65
Properties=species:S:1:pos:R:3:mulliken_charge:R:1
C -0.220 1.120 0.441 -1.540
C 0.276 0.747 1.884 0.143
C 1.822 0.438 1.968 0.312
O 2.247 1.592 2.676 -0.429
C 1.327 2.439 3.153 0.593
O 1.414 3.307 3.924 -0.500
O 0.149 1.950 2.593 -0.405
H 0.003 0.256 -0.501 -0.075
H 0.040 1.947 0.117 0.875
H -1.229 1.263 0.316 0.376
H -0.300 0.144 2.444 0.615
H 2.370 0.244 1.072 -0.360
H 1.726 -0.417 2.514 0.346
C 2.736 -2.956 0.504 -1.170
C 2.985 -2.749 -1.007 0.199
C 1.994 -3.442 -1.950 -0.804
O 1.214 -2.395 -2.496 -0.357
C 1.846 -1.191 -2.051 0.591
O 1.401 -0.091 -2.377 -0.572
O 2.873 -1.371 -1.390 -0.070
H 2.862 -4.068 0.954 0.368
H 1.726 -2.636 0.813 0.284
H 3.523 -2.368 1.100 0.304
H 3.778 -3.184 -1.319 0.480
H 1.465 -4.100 -1.423 0.420
H 2.616 -3.728 -2.695 0.415
C 3.830 3.475 -0.504 -1.325
C 4.770 2.352 0.098 0.566
C 4.873 1.044 -0.700 0.539
O 6.204 0.794 -0.722 -0.393
C 6.947 1.775 -0.109 0.558
O 8.152 1.898 -0.009 -0.559
O 6.115 2.711 0.377 -0.386
H 4.043 4.331 0.143 0.406
H 2.781 3.337 -0.393 0.256
H 4.093 3.700 -1.577 0.352
H 4.356 2.162 1.119 0.084
H 4.339 1.087 -1.586 0.339
H 4.309 0.269 -0.105 -0.456
C -4.177 -2.730 -4.290 -1.352
C -3.556 -2.604 -2.908 0.059
C -2.130 -2.045 -2.689 -0.391
O -2.191 -0.835 -2.069 -0.096
C -3.438 -0.626 -1.790 0.604
O -3.840 0.368 -1.148 -0.630
O -4.242 -1.611 -2.101 -0.331
H -3.815 -3.532 -4.946 0.380
H -4.168 -1.765 -4.895 0.302
H -5.138 -3.098 -3.989 0.364
H -3.596 -3.497 -2.424 0.373
H -1.953 -2.000 -3.768 0.290
H -1.642 -2.692 -2.101 0.434
C -5.157 2.272 1.338 -1.269
C -4.974 0.858 2.066 0.556
C -3.589 0.862 2.971 -0.383
O -4.108 1.043 4.275 -0.306
C -5.299 0.929 4.317 0.590
O -5.951 1.166 5.343 -0.657
O -5.908 0.729 3.142 -0.398
H -5.825 2.007 0.513 0.288
H -4.159 2.608 0.929 0.268
H -5.636 2.910 1.960 0.503
H -4.866 -0.022 1.368 0.257
H -2.893 1.726 2.807 0.237
H -3.209 -0.108 2.793 0.293
```

HOMO level: -9.892 eV
Molecular weight: 510.45 g mol⁻¹
Maximum force: 11.08 eV/A
SMILES: C[C@H]1COC(=O)O1.C[C@H]1COC(=O)O1.C[C@H]1COC(=O)O1.C[C@H]1COC(=O)O1.C[C@H]1COC(=O)O1
Charge: 0
Frontier orbital gap: 9.59 eV